# 1
A 15-piece molecular cluster, C90H225N15 overall, computed with ωB97M-V with the def2-TZVPD basis set.

```
330
Properties=species:S:1:pos:R:3:mulliken_charge:R:1
C 2.08 -3.46 1.54 -0.66
C 2.08 -4.07 0.13 0.02
N 1.35 -5.33 0.08 1.36
C 0.69 -5.55 -1.23 -0.30
C 1.72 -5.79 -2.36 -0.84
C 2.06 -6.43 0.78 -0.34
C 1.43 -7.80 0.71 -1.25
H 2.46 -2.43 1.48 -0.19
H 2.72 -4.00 2.22 0.94
H 1.07 -3.43 1.96 -0.18
H 1.60 -3.39 -0.59 -1.02
H 3.14 -4.18 -0.20 0.30
H 0.05 -6.44 -1.15 0.41
H 0.02 -4.70 -1.43 -0.37
H 2.43 -4.96 -2.43 -0.02
H 2.28 -6.70 -2.13 0.32
H 1.27 -5.92 -3.35 0.39
H 2.13 -6.14 1.85 0.21
H 3.12 -6.53 0.43 0.38
H 1.35 -8.15 -0.32 0.30
H 0.42 -7.78 1.15 0.07
H 2.04 -8.51 1.27 0.44
C 5.03 -2.21 4.28 -0.93
C 5.34 -0.89 4.96 -0.59
N 4.89 0.22 4.14 1.18
C 3.43 0.31 4.22 -0.20
C 2.70 0.92 3.00 0.80
C 5.53 1.51 4.45 -0.03
C 6.89 1.60 3.79 -0.92
H 3.97 -2.38 4.09 -0.01
H 5.35 -3.03 4.95 0.46
H 5.59 -2.32 3.35 0.25
H 4.86 -0.85 5.98 0.26
H 6.43 -0.84 5.12 0.51
H 3.00 -0.69 4.37 -0.63
H 3.16 0.89 5.14 -0.01
H 2.95 1.97 2.81 -0.15
H 2.93 0.35 2.10 -0.69
H 1.61 0.86 3.19 -0.02
H 5.59 1.69 5.55 0.37
H 4.88 2.30 4.06 -0.36
H 7.52 2.35 4.29 0.35
H 6.78 1.91 2.75 -0.13
H 7.43 0.65 3.79 0.35
C 1.86 -3.19 -7.92 -1.31
C 2.60 -4.48 -8.25 -0.96
N 3.14 -5.11 -7.06 0.79
C 3.48 -6.52 -7.31 -0.77
C 2.29 -7.48 -7.30 -1.10
C 4.30 -4.37 -6.59 -0.64
C 4.62 -4.63 -5.12 -0.87
H 2.52 -2.34 -7.73 0.40
H 1.24 -3.34 -7.03 0.30
H 1.21 -2.90 -8.75 0.55
H 1.88 -5.17 -8.70 0.49
H 3.39 -4.31 -9.02 0.28
H 4.03 -6.59 -8.27 0.34
H 4.19 -6.84 -6.54 0.40
H 1.85 -7.55 -6.31 0.14
H 1.51 -7.15 -7.99 0.20
H 2.60 -8.47 -7.62 0.47
H 4.10 -3.30 -6.70 0.32
H 5.20 -4.59 -7.22 0.27
H 5.59 -4.22 -4.83 0.47
H 4.64 -5.70 -4.91 0.31
H 3.85 -4.19 -4.49 -0.05
C -0.73 7.38 -2.45 -1.01
C -2.24 7.22 -2.41 -0.39
N -2.69 6.19 -1.48 0.48
C -2.43 4.84 -1.99 -1.25
C -2.26 3.87 -0.84 1.60
C -4.15 6.31 -1.31 -0.23
C -4.53 7.45 -0.40 -1.39
H -0.47 8.20 -3.12 0.51
H -0.25 6.47 -2.83 0.07
H -0.33 7.61 -1.46 0.16
H -2.68 8.18 -2.12 0.42
H -2.62 7.00 -3.44 0.29
H -1.52 4.84 -2.59 0.14
H -3.27 4.53 -2.66 0.30
H -2.14 2.84 -1.20 -0.08
H -3.12 3.88 -0.16 -0.80
H -1.37 4.14 -0.28 -0.42
H -4.63 6.45 -2.31 0.21
H -4.52 5.37 -0.91 0.24
H -4.36 8.42 -0.88 0.45
H -5.59 7.39 -0.13 0.42
H -3.93 7.42 0.51 0.28
C -2.76 -6.49 1.09 -0.91
C -3.27 -5.87 2.39 0.20
N -2.26 -5.52 3.40 0.46
C -1.68 -6.66 4.13 -0.07
C -2.73 -7.44 4.91 -1.34
C -1.23 -4.64 2.88 -1.15
C -1.76 -3.32 2.41 0.51
H -2.29 -5.73 0.46 0.01
H -3.57 -6.96 0.52 0.54
H -2.00 -7.26 1.28 0.15
H -3.83 -4.97 2.14 -0.92
H -3.99 -6.54 2.86 0.67
H -1.11 -7.35 3.46 0.00
H -0.95 -6.26 4.84 0.40
H -3.36 -8.05 4.25 0.33
H -2.25 -8.12 5.62 0.44
H -3.37 -6.76 5.47 0.27
H -0.66 -5.11 2.04 0.28
H -0.51 -4.48 3.68 0.29
H -2.28 -3.39 1.44 0.48
H -0.96 -2.59 2.30 0.09
H -2.48 -2.92 3.14 -0.64
C -8.39 -2.42 -3.74 -1.25
C -7.00 -1.79 -3.88 -0.40
N -6.11 -2.14 -2.77 0.38
C -5.41 -3.42 -2.91 -0.29
C -4.82 -3.93 -1.59 -1.08
C -5.19 -1.05 -2.47 0.80
C -5.87 0.17 -1.83 -1.09
H -8.32 -3.49 -3.53 0.28
H -8.98 -2.28 -4.65 0.42
H -8.92 -1.96 -2.91 0.29
H -6.53 -2.07 -4.86 0.16
H -7.11 -0.70 -3.92 0.44
H -6.12 -4.16 -3.30 0.65
H -4.58 -3.32 -3.67 -0.08
H -4.54 -4.99 -1.66 0.55
H -3.91 -3.39 -1.30 -0.18
H -5.55 -3.82 -0.79 0.25
H -4.63 -0.74 -3.39 0.06
H -4.44 -1.43 -1.77 -0.82
H -5.12 0.97 -1.71 0.15
H -6.27 -0.08 -0.85 0.20
H -6.67 0.57 -2.44 0.45
C 7.28 8.83 1.74 -0.95
C 8.09 7.81 0.93 -0.65
N 7.68 6.41 1.10 0.15
C 6.30 6.20 0.63 -0.11
C 6.02 4.71 0.33 -0.82
C 7.94 5.82 2.41 0.47
C 9.46 5.65 2.68 -1.56
H 7.76 9.81 1.81 0.46
H 7.13 8.46 2.76 0.22
H 6.29 8.97 1.30 0.21
H 7.98 8.04 -0.14 0.39
H 9.16 7.89 1.16 0.39
H 5.55 6.58 1.34 -0.22
H 6.19 6.77 -0.31 0.50
H 5.97 4.11 1.24 -0.37
H 5.06 4.60 -0.18 0.33
H 6.81 4.30 -0.31 0.47
H 7.52 4.81 2.41 -0.15
H 7.42 6.34 3.25 0.10
H 9.61 5.10 3.61 0.43
H 10.03 6.58 2.76 0.38
H 9.89 5.07 1.87 0.36
C 0.73 -2.39 5.21 -0.95
C -0.54 -1.55 5.32 -0.22
N -0.33 -0.11 5.24 1.48
C 0.34 0.38 6.45 -0.73
C 0.69 1.86 6.40 -1.23
C -1.59 0.58 4.95 0.61
C -2.65 0.53 6.04 -1.37
H 0.52 -3.43 5.50 0.47
H 1.53 -2.03 5.86 0.48
H 1.11 -2.41 4.18 -0.21
H -1.21 -1.83 4.51 -0.22
H -1.07 -1.83 6.26 0.17
H 1.29 -0.15 6.54 0.51
H -0.23 0.12 7.38 0.28
H -0.15 2.55 6.34 0.35
H 1.34 2.02 5.53 -0.13
H 1.26 2.13 7.30 0.53
H -1.38 1.62 4.67 0.16
H -2.00 0.11 4.05 -0.80
H -3.56 1.03 5.70 0.19
H -2.91 -0.50 6.27 0.16
H -2.33 1.03 6.96 0.22
C 5.85 2.05 -3.03 -1.40
C 5.49 1.42 -1.68 0.53
N 5.19 -0.01 -1.63 0.10
C 4.08 -0.37 -2.49 0.39
C 3.90 -1.89 -2.60 -0.98
C 4.95 -0.37 -0.23 1.19
C 6.20 -0.31 0.64 -1.29
H 5.02 2.05 -3.74 0.20
H 6.72 1.60 -3.51 0.36
H 6.08 3.10 -2.82 0.36
H 6.30 1.62 -0.99 0.31
H 4.60 1.99 -1.29 -0.28
H 3.13 0.09 -2.12 -0.18
H 4.26 0.03 -3.49 0.45
H 3.57 -2.35 -1.67 -0.57
H 3.13 -2.09 -3.35 0.56
H 4.82 -2.37 -2.92 0.25
H 4.53 -1.38 -0.18 0.00
H 4.18 0.33 0.20 -0.62
H 6.63 0.69 0.68 0.19
H 6.97 -0.99 0.25 0.42
H 5.97 -0.59 1.67 -0.03
C -5.54 -0.20 3.08 1.49
C -6.82 -0.93 3.38 -1.90
N -6.63 -2.17 4.12 0.35
C -6.38 -1.95 5.53 0.19
C -6.80 -3.12 6.40 -1.44
C -5.79 -3.18 3.47 -0.36
C -6.32 -3.49 2.07 -1.37
H -4.93 -0.81 2.43 -0.44
H -4.97 0.00 4.00 -0.34
H -5.72 0.75 2.58 0.22
H -7.53 -0.31 3.93 0.49
H -7.30 -1.17 2.42 0.38
H -5.32 -1.65 5.74 -0.18
H -7.00 -1.09 5.82 0.43
H -7.81 -3.42 6.14 0.33
H -6.14 -3.98 6.29 0.27
H -6.78 -2.83 7.45 0.46
H -5.86 -4.10 4.06 0.51
H -4.71 -2.91 3.44 0.13
H -5.87 -4.40 1.67 0.60
H -6.11 -2.68 1.38 -0.01
H -7.41 -3.63 2.10 0.30
C 1.59 4.11 -3.81 -1.34
C 1.64 2.68 -4.33 0.07
N 0.40 2.16 -4.91 -0.03
C 0.74 0.80 -5.34 1.14
C 1.74 0.74 -6.50 -1.42
C -0.70 2.16 -3.91 1.72
C -2.07 1.89 -4.52 -1.09
H 1.11 4.77 -4.54 0.36
H 2.62 4.46 -3.66 0.54
H 1.07 4.21 -2.85 -0.05
H 2.41 2.64 -5.11 0.55
H 1.98 1.98 -3.51 -0.16
H 1.18 0.23 -4.48 -0.40
H -0.18 0.28 -5.62 -0.06
H 2.76 0.82 -6.12 0.32
H 1.65 -0.22 -7.00 0.20
H 1.58 1.54 -7.22 0.38
H -0.72 3.13 -3.41 -0.91
H -0.48 1.40 -3.12 -0.32
H -2.83 1.96 -3.74 0.15
H -2.14 0.88 -4.95 -0.22
H -2.30 2.61 -5.31 0.55
C -2.79 4.03 3.16 -0.59
C -4.17 3.33 3.32 1.93
N -5.29 4.25 3.56 0.33
C -5.54 5.22 2.51 -0.52
C -6.12 4.51 1.30 -1.10
C -5.35 4.87 4.87 -0.35
C -5.63 3.90 6.03 -1.19
H -1.97 3.31 3.10 -0.17
H -2.61 4.67 4.02 0.47
H -2.74 4.66 2.26 0.12
H -4.41 2.68 2.47 -0.76
H -4.10 2.69 4.20 -1.17
H -4.65 5.82 2.25 0.26
H -6.28 5.94 2.88 0.45
H -7.02 3.97 1.61 0.38
H -5.44 3.80 0.84 -0.06
H -6.39 5.25 0.53 0.40
H -4.43 5.46 5.10 0.27
H -6.16 5.59 4.84 0.45
H -6.48 3.25 5.80 0.28
H -4.77 3.28 6.31 0.19
H -5.89 4.50 6.91 0.44
C -1.61 -6.58 -7.89 -1.25
C -2.61 -5.66 -7.22 -0.54
N -1.96 -4.37 -6.94 0.27
C -2.98 -3.32 -6.84 -0.89
C -2.42 -1.97 -6.42 -0.69
C -1.03 -4.46 -5.77 -0.53
C -1.69 -4.86 -4.48 0.74
H -1.03 -6.01 -8.62 0.26
H -2.12 -7.40 -8.40 0.50
H -0.92 -7.02 -7.18 0.20
H -3.47 -5.48 -7.88 0.59
H -3.01 -6.14 -6.30 0.22
H -3.47 -3.24 -7.82 0.51
H -3.79 -3.61 -6.13 0.47
H -2.19 -1.97 -5.35 -0.25
H -1.50 -1.75 -6.97 0.29
H -3.15 -1.17 -6.61 0.57
H -0.55 -3.47 -5.65 0.04
H -0.22 -5.16 -6.02 0.25
H -2.10 -5.88 -4.52 0.57
H -2.52 -4.18 -4.22 -0.67
H -0.97 -4.85 -3.65 -0.53
C 1.34 1.48 -0.19 -0.01
C 0.76 0.11 -0.52 1.50
N -0.71 0.14 -0.41 1.30
C -1.22 -1.13 -0.90 1.05
C -0.76 -1.58 -2.29 -0.25
C -1.16 0.47 0.99 0.28
C -2.68 0.42 1.27 -0.15
H 0.92 2.26 -0.84 -0.20
H 2.43 1.49 -0.33 -0.46
H 1.17 1.76 0.85 -0.17
H 1.02 -0.13 -1.56 0.00
H 1.22 -0.69 0.12 -0.95
H -0.90 -1.95 -0.19 -0.78
H -2.32 -1.12 -0.87 -0.10
H 0.27 -1.94 -2.31 -0.08
H -1.41 -2.41 -2.58 0.15
H -0.88 -0.79 -3.04 -0.57
H -0.86 1.50 1.18 0.18
H -0.60 -0.16 1.73 -0.14
H -3.21 1.04 0.54 -0.02
H -2.88 0.84 2.26 -0.39
H -3.10 -0.59 1.23 -0.06
C 3.92 7.75 3.46 -1.33
C 2.70 7.06 2.82 -0.55
N 3.02 5.72 2.27 1.15
C 1.94 5.20 1.45 -0.15
C 1.66 6.04 0.22 -1.11
C 3.48 4.74 3.24 -0.18
C 2.39 4.42 4.29 -1.37
H 4.72 7.90 2.73 0.08
H 4.34 7.17 4.28 0.26
H 3.64 8.73 3.87 0.54
H 1.83 7.04 3.51 0.38
H 2.40 7.69 1.98 0.35
H 2.20 4.17 1.15 -0.05
H 0.99 5.10 2.03 0.05
H 1.40 7.07 0.47 0.51
H 2.51 6.08 -0.46 0.13
H 0.80 5.62 -0.31 0.03
H 4.39 5.12 3.73 0.26
H 3.77 3.83 2.68 -0.14
H 2.07 5.31 4.84 0.51
H 2.74 3.68 5.02 0.57
H 1.51 4.01 3.80 0.06
```

Results
DFT total energy: -4385.27142 Eh



# 2
C90H54Br9FO15 as an isolated structure, computed with ωB97M-V with the def2-TZVPD basis set.

```
169
Properties=species:S:1:pos:R:3:mulliken_charge:R:1
C 4.22 4.17 4.83 -0.19
C 2.99 4.73 5.62 0.85
O 3.52 5.01 6.88 -0.40
C 4.84 4.86 6.96 0.54
O 5.51 4.95 7.93 -0.55
O 5.30 4.42 5.78 -0.37
F 1.92 3.94 5.81 -0.29
H 4.28 4.73 3.90 0.22
H 4.14 3.08 4.75 0.15
H 2.55 5.58 5.10 -0.03
C 2.39 1.53 -0.93 -0.59
C 2.91 0.47 -1.71 -0.61
C 4.20 0.10 -1.49 -0.42
C 5.02 0.83 -0.62 0.44
C 4.57 1.92 0.12 0.37
C 3.22 2.30 0.02 -0.94
C 5.43 2.59 1.09 0.38
O 5.07 3.65 1.60 -0.66
C 6.80 1.99 1.39 0.34
C 7.58 2.49 2.49 -0.79
C 8.74 1.84 2.91 -0.58
C 9.19 0.74 2.19 -0.48
C 8.46 0.30 1.08 -0.46
C 7.36 0.94 0.64 0.42
C 6.54 0.37 -0.49 0.14
O 7.03 -0.37 -1.37 -0.64
H 1.33 1.76 -0.93 0.70
H 2.24 -0.14 -2.30 0.47
H 4.42 -0.83 -2.00 0.44
H 2.77 3.02 0.69 0.71
H 7.35 3.40 3.03 0.48
H 9.39 2.22 3.68 0.39
H 10.06 0.21 2.53 0.40
H 8.85 -0.59 0.60 0.41
C 0.00 -4.54 -0.48 -0.28
C -1.14 -4.01 -1.08 1.01
C -1.51 -2.72 -0.82 -0.82
C -0.64 -1.86 -0.12 0.07
C 0.49 -2.45 0.49 0.32
C 0.80 -3.78 0.29 -1.21
C 1.38 -1.58 1.27 0.70
O 2.39 -2.04 1.74 -0.72
C 0.86 -0.21 1.70 0.82
C 1.41 0.42 2.86 -0.77
C 0.94 1.71 3.16 -0.53
C -0.08 2.36 2.40 -0.15
C -0.74 1.57 1.40 -0.95
C -0.28 0.33 1.08 -0.07
C -1.03 -0.41 0.02 0.77
O -1.95 0.05 -0.67 -0.60
H 0.31 -5.55 -0.71 0.68
H -1.88 -4.62 -1.58 -0.63
H -2.43 -2.25 -1.14 0.14
H 1.65 -4.31 0.69 0.50
H 2.31 -0.04 3.25 0.57
H 1.49 2.41 3.77 0.25
H -0.42 3.34 2.72 0.68
H -1.61 2.04 0.97 0.09
C -0.35 8.18 6.14 -0.80
C -0.47 9.60 5.82 -0.54
C -0.42 10.03 4.49 -0.65
C -0.04 9.09 3.48 0.40
C 0.14 7.67 3.83 1.14
C 0.10 7.27 5.19 -0.69
C 0.42 6.69 2.86 0.27
O 0.58 5.53 3.31 -0.35
C 0.47 7.06 1.37 0.14
C 0.83 6.14 0.41 -0.25
C 0.77 6.46 -0.93 -0.70
C 0.18 7.68 -1.28 -0.49
C -0.13 8.63 -0.39 -1.05
C 0.03 8.35 1.03 0.40
C -0.17 9.45 2.05 0.45
O -0.43 10.62 1.79 -0.68
H -0.58 7.94 7.17 0.48
H -0.74 10.40 6.50 0.39
H -0.59 11.05 4.18 0.48
H 0.08 6.25 5.54 0.24
H 1.31 5.25 0.78 0.59
H 1.12 5.78 -1.69 0.50
H 0.08 7.79 -2.35 0.38
H -0.40 9.65 -0.60 0.48
C -1.81 -6.36 -3.73 -0.39
C -2.26 -6.78 -2.49 -0.31
C -1.77 -7.89 -1.86 -0.85
C -0.70 -8.64 -2.38 0.35
C -0.19 -8.28 -3.66 -0.13
C -0.86 -7.17 -4.31 -0.63
C 0.86 -9.20 -4.42 0.88
O 1.27 -8.94 -5.62 -0.70
C 1.28 -10.42 -3.66 0.12
C 2.10 -11.40 -4.31 -0.57
C 2.66 -12.51 -3.61 -0.60
C 2.37 -12.64 -2.25 -0.36
C 1.61 -11.64 -1.59 -0.55
C 0.96 -10.66 -2.31 0.45
C -0.09 -9.80 -1.63 0.44
O -0.45 -10.19 -0.47 -0.70
H -2.37 -5.55 -4.18 0.49
H -2.99 -6.16 -1.98 0.57
H -2.17 -8.25 -0.92 0.48
H -0.47 -6.94 -5.29 0.47
H 2.31 -11.26 -5.36 0.46
H 3.21 -13.32 -4.07 0.39
H 2.68 -13.46 -1.61 0.40
H 1.27 -11.92 -0.60 0.39
C -0.88 -0.69 -4.40 -1.40
C -0.05 -1.48 -3.67 -0.05
C 0.41 -2.70 -4.09 -0.83
C 0.19 -2.99 -5.50 0.61
C -0.66 -2.16 -6.29 0.52
C -1.23 -1.05 -5.67 -1.04
C -0.89 -2.39 -7.75 0.36
O -1.61 -1.61 -8.32 -0.63
C -0.27 -3.68 -8.28 0.14
C -0.60 -4.12 -9.60 -0.60
C -0.01 -5.27 -10.11 -0.68
C 0.69 -6.10 -9.29 -0.54
C 0.97 -5.79 -7.96 -0.53
C 0.53 -4.54 -7.45 0.27
C 0.81 -4.18 -6.03 0.65
O 1.42 -4.93 -5.28 -0.46
H -1.23 0.20 -3.88 0.60
H 0.16 -1.10 -2.68 0.88
H 0.95 -3.40 -3.47 0.62
H -1.88 -0.29 -6.08 0.40
H -1.26 -3.54 -10.24 0.44
H -0.11 -5.37 -11.18 0.39
H 1.26 -6.97 -9.56 0.39
H 1.63 -6.39 -7.34 0.46
C -2.51 4.04 4.92 -0.31
C -2.85 2.68 4.98 -0.46
C -4.14 2.25 4.93 -1.01
C -5.16 3.19 4.78 0.65
C -4.85 4.59 4.72 -0.20
C -3.56 4.98 4.82 -0.52
C -5.79 5.73 4.37 0.52
O -5.40 6.86 4.36 -0.64
C -7.12 5.28 4.02 0.25
C -8.09 6.14 3.47 -0.75
C -9.42 5.73 3.24 -0.46
C -9.76 4.45 3.59 -0.51
C -8.82 3.57 3.91 -0.42
C -7.51 3.94 4.15 0.56
C -6.60 2.79 4.62 0.37
O -7.02 1.62 4.64 -0.68
H -1.48 4.34 5.03 0.46
H -2.01 2.01 5.07 0.48
H -4.33 1.19 4.94 0.48
H -3.36 6.03 4.98 0.58
H -7.93 7.19 3.32 0.43
H -10.20 6.36 2.83 0.42
H -10.79 4.22 3.38 0.35
H -9.20 2.56 3.87 0.40
C -5.58 1.82 -0.27 -0.34
Br -4.21 3.20 0.28 0.00
Br -5.30 1.40 -2.25 -0.07
Br -7.43 2.49 0.09 -0.06
H -5.40 0.86 0.22 0.39
C -6.58 -3.48 0.01 -0.40
Br -5.85 -4.01 1.78 -0.02
Br -4.95 -3.33 -1.13 0.07
Br -7.61 -1.69 -0.25 -0.03
H -7.15 -4.28 -0.45 0.41
C 4.20 -5.51 -3.03 -0.54
Br 2.45 -6.36 -2.58 0.16
Br 5.66 -6.41 -2.00 -0.06
Br 4.12 -3.55 -2.55 0.09
H 4.40 -5.59 -4.09 0.46
```

Results
DFT total energy: -27856.51734 Eh